Here is a gas-phase ion, C2H8N3 (charge +1) in a non-equilibrium geometry from the OMol25 dataset. Energies are from wB97M-V/def2-TZVPD.

energy above the lowest of the compared OMol25 structures with the same formula, charge and spin = 69.4 kcal/mol
E_tot = -6665.620 eV
LUMO energy = -3.69 eV
structure (SMILES) = C/[N+](N)=C\N

```
! RIJCOSX wB97M-V def2-TZVPD def2/J DEFGRID3
* xyz 1 1
C -0.692 1.184 -0.052
N -0.406 -0.302 0.019
N -1.490 -1.049 -0.123
C 0.818 -0.807 -0.036
N 1.983 -0.079 -0.020
H -0.534 1.637 0.808
H -0.071 1.478 -0.953
H -1.699 1.414 -0.206
H -2.255 -0.468 0.125
H -1.353 -1.962 0.317
H 1.034 -1.942 0.085
H 1.898 0.903 -0.242
H 2.740 -0.626 -0.426
*
```



Here is a gas-phase ion, C2H8N3 (charge +2) in a non-equilibrium geometry from the OMol25 dataset. Energies are from wB97M-V/def2-TZVPD.

energy above the lowest of the compared OMol25 structures with the same formula, charge and spin = 7.0 kcal/mol
E_tot = -6653.420 eV
LUMO energy (spin up / spin down) = -9.13 / -14.78 eV

```
! RIJCOSX wB97M-V def2-TZVPD def2/J DEFGRID3
* xyz 2 2
C -1.842 -0.141 0.131
N -0.595 0.539 -0.136
C 0.701 0.085 -0.040
N 1.654 0.687 -0.762
N 0.983 -1.033 0.608
H -2.573 0.594 0.475
H -1.610 -0.824 0.969
H -2.296 -0.722 -0.695
H -0.702 1.477 -0.546
H 1.473 1.655 -1.031
H 2.648 0.484 -0.669
H 1.966 -1.238 0.741
H 0.195 -1.563 0.956
*
```